## i
This record from the Open Molecules 2025 dataset describes an isolated molecule of C2H3NO. The level of theory is ωB97M-V/def2-TZVPD.

Output
Frontier orbital gap   9.36 eV

```
7
C2H3NO | the Open Molecules 2025 dataset | ωB97M-V/def2-TZVPD
C 0.037 -0.132 0.179
C 0.626 -1.246 0.416
N 0.062 0.950 -0.755
O 0.901 -2.289 0.874
H -0.747 -0.002 0.876
H -0.854 0.900 -1.365
H -0.025 1.820 -0.226
```

Here are the natural (NBO) charges for atoms 1 to 4, given in e: -0.3796, 0.6815, -0.8081, -0.4521


## ii
This record from the Open Molecules 2025 dataset describes a cluster of 2 separate species, C2H3NO in total. The level of theory is ωB97M-V/def2-TZVPD.

Output
Frontier orbital gap   11.24 eV

```
7
C2H3NO | the Open Molecules 2025 dataset | ωB97M-V/def2-TZVPD
C -2.150 0.592 -0.600
C 1.117 0.204 -0.068
N 0.794 -0.284 1.037
O -2.358 -0.339 -0.003
H 0.867 -0.263 -1.150
H 1.333 1.343 -0.141
H 0.397 -1.253 0.926
```

Here are the natural (NBO) charges for atoms 1 to 4, given in e: 0.5018, -0.0539, -0.5948, -0.5003


Most stable structure: ii